Record 1
Molecular formula: C5H10NOS
Method: DFT, ωB97M-V with the def2-TZVPD basis set

CARTESIAN COORDINATES (ANGSTROEM)
O: 2.7872 -0.4230 0.0350
C: 1.5684 -0.4063 -0.0626
N: 0.7461 -1.4780 -0.1012
C: -0.6848 -1.2526 -0.2795
C: -1.4047 -0.7076 0.9951
S: -2.6485 0.5502 0.6095
C: 0.9704 0.9875 -0.3200
C: 1.3289 1.6137 -1.6948
H: 0.8971 -1.0013 0.9420
H: -1.0821 -0.7043 -1.1277
H: -1.1498 -2.2233 -0.4737
H: -1.8637 -1.5436 1.5256
H: -0.6439 -0.2928 1.6764
H: -0.1124 1.1085 -0.2448
H: 1.3665 1.6373 0.4632
H: 1.6877 2.6160 -1.4718
H: 2.0954 1.0581 -2.2351
H: 0.4435 1.6711 -2.3132

## Properties
- net charge = -1
- spin multiplicity = 1



Record 2
Molecular formula: C2HFO3S
Method: DFT, ωB97M-V with the def2-TZVPD basis set

CARTESIAN COORDINATES (ANGSTROEM)
C: 1.0552 1.2375 -0.4843
C: 0.6841 0.2090 0.3692
O: 2.8598 0.4033 -0.8809
O: 0.8350 2.1813 -1.0753
O: 3.7006 0.4702 1.4829
F: 1.4059 -0.9608 0.4988
S: 3.5457 -0.2324 0.2459
H: 0.3017 0.5441 1.3642

## Properties
- net charge = 0
- spin multiplicity = 1



Record 3
Molecular formula: C4H9N2OS
Method: DFT, ωB97M-V with the def2-TZVPD basis set

CARTESIAN COORDINATES (ANGSTROEM)
N: 1.8925 0.2334 -1.0618
C: 1.5665 1.3660 -0.2404
O: 1.8357 2.4797 -0.6784
N: 0.8717 1.1901 0.9004
C: -0.1057 0.1043 1.1624
C: -1.1435 -0.0702 -0.0234
C: -1.2606 -1.5520 -0.3347
S: -2.3023 -2.2930 0.9921
H: 1.0360 -0.3190 -1.0850
H: 1.9287 0.6505 -1.9882
H: 0.7382 1.9728 1.5123
H: 0.4393 -0.8188 1.2247
H: -0.7513 0.2921 2.0077
H: -2.1319 0.3461 0.1353
H: -0.5610 0.3763 -0.8437
H: -1.7087 -1.8100 -1.3055
H: -0.3436 -2.1482 -0.3739

## Properties
- SMILES = NC(=O)NCCC[S-]
- net charge = -1
- spin multiplicity = 1



Record 4
Molecular formula: C66H147N9O9
Method: DFT, ωB97M-V with the def2-TZVPD basis set

CARTESIAN COORDINATES (ANGSTROEM)
C: 15.9454 -21.0815 -27.1758
C: 15.1935 -20.3202 -26.0682
C: 15.7292 -20.8828 -24.7196
C: 15.4433 -18.8085 -26.2590
C: 14.5729 -17.8935 -25.3494
C: 13.0933 -18.1891 -25.6445
C: 12.6722 -19.7101 -25.5912
C: 12.3809 -20.1962 -24.1264
C: 11.3635 -19.6793 -26.3550
N: 13.7158 -20.5704 -26.2379
O: 13.3533 -21.8539 -26.3591
H: 15.7832 -20.5980 -28.1391
H: 16.9836 -21.2636 -26.8984
H: 15.5946 -22.1094 -27.2675
H: 15.5732 -20.2426 -23.8514
H: 15.2329 -21.8503 -24.6432
H: 16.8180 -20.9331 -24.7235
H: 16.4317 -18.7155 -25.8092
H: 15.5057 -18.3268 -27.2348
H: 14.7764 -18.0663 -24.2926
H: 14.8231 -16.8596 -25.5872
H: 12.9496 -17.6982 -26.6070
H: 12.5749 -17.7055 -24.8165
H: 13.3157 -20.1131 -23.5720
H: 12.0756 -21.2391 -24.2112
H: 11.6294 -19.5869 -23.6243
H: 10.8918 -20.6594 -26.4264
H: 11.5932 -19.3328 -27.3626
H: 10.6189 -19.1040 -25.8049
H: 13.0980 -21.8536 -27.2845
C: 4.9749 -16.8748 -25.4129
C: 6.1819 -16.2588 -26.1300
C: 6.1785 -16.8293 -27.6129
C: 6.0298 -14.7062 -26.2211
C: 7.2763 -13.9867 -26.6137
C: 8.3240 -14.3163 -25.6092
C: 8.6796 -15.8361 -25.5808
C: 9.5177 -16.3075 -26.8382
C: 9.6194 -15.9785 -24.3353
N: 7.4366 -16.6022 -25.3655
O: 7.5709 -17.9953 -25.1173
H: 5.0300 -16.7776 -24.3287
H: 4.0625 -16.5145 -25.8881
H: 5.0971 -17.9443 -25.5839
H: 7.0734 -16.5363 -28.1619
H: 6.3370 -17.9072 -27.5788
H: 5.3216 -16.5169 -28.2096
H: 5.3962 -14.4330 -27.0649
H: 5.6909 -14.3519 -25.2476
H: 7.6323 -14.0787 -27.6399
H: 7.0129 -12.9344 -26.5079
H: 8.1087 -13.9595 -24.6021
H: 9.2011 -13.7820 -25.9743
H: 8.9562 -16.1008 -27.7493
H: 9.6241 -17.3923 -26.8420
H: 10.5264 -15.8947 -26.8495
H: 9.9338 -17.0200 -24.2672
H: 9.1097 -15.6838 -23.4180
H: 10.5318 -15.3938 -24.4532
H: 7.3999 -18.0900 -24.1774
C: 7.0974 -23.5173 -24.9269
C: 8.3368 -22.5432 -25.1880
C: 8.5888 -21.6650 -23.9682
C: 9.6719 -23.4048 -25.4593
C: 9.5848 -24.1840 -26.7725
C: 9.2636 -23.2563 -27.8817
C: 8.1114 -22.1970 -27.7275
C: 8.5033 -20.9735 -28.7016
C: 6.7616 -22.7487 -28.1949
N: 8.1175 -21.6480 -26.3664
O: 7.0561 -20.7512 -26.1433
H: 6.0996 -23.0786 -24.9230
H: 7.0852 -24.3314 -25.6516
H: 7.1822 -24.0175 -23.9622
H: 7.8384 -20.8991 -23.7722
H: 8.5406 -22.3546 -23.1255
H: 9.5353 -21.1610 -24.1636
H: 10.5247 -22.7271 -25.4210
H: 9.9639 -23.9333 -24.5519
H: 10.5570 -24.6454 -26.9457
H: 8.8630 -24.9902 -26.6418
H: 9.0377 -23.9670 -28.6767
H: 10.2387 -22.7869 -28.0118
H: 8.7549 -21.2238 -29.7322
H: 9.2697 -20.3881 -28.1937
H: 7.6764 -20.2651 -28.7508
H: 6.6247 -22.8747 -29.2689
H: 5.9123 -22.2114 -27.7730
H: 6.4821 -23.6959 -27.7336
H: 7.4803 -20.0103 -25.7043
C: 10.1997 -25.7607 -21.9089
C: 11.1390 -26.1943 -20.7688
C: 11.4299 -27.7469 -20.9781
C: 12.5056 -25.4076 -20.9364
C: 12.5051 -23.9194 -20.5423
C: 12.1107 -23.9403 -19.0441
C: 10.7226 -24.6149 -18.6910
C: 10.6450 -24.7998 -17.1725
C: 9.6919 -23.5539 -19.1029
N: 10.5917 -25.9427 -19.4110
O: 9.3880 -26.5256 -19.1605
H: 10.6492 -25.7386 -22.9017
H: 9.3054 -26.3830 -21.9442
H: 9.7186 -24.8282 -21.6140
H: 11.9343 -27.9947 -21.9121
H: 12.0722 -27.9666 -20.1253
H: 10.4984 -28.3118 -20.9414
H: 13.3504 -25.9397 -20.4990
H: 12.6642 -25.2910 -22.0085
H: 13.5215 -23.5305 -20.6036
H: 11.8775 -23.2663 -21.1487
H: 12.2684 -22.9997 -18.5165
H: 12.8613 -24.5143 -18.5007
H: 11.0000 -23.9416 -16.6018
H: 11.2131 -25.6566 -16.8103
H: 9.5922 -25.0275 -17.0057
H: 9.8181 -23.2669 -20.1468
H: 9.7546 -22.5620 -18.6553
H: 8.6579 -23.8784 -19.2195
H: 8.7447 -25.9351 -19.5594
C: 15.4331 -15.8108 -22.4521
C: 14.6078 -16.3678 -21.2678
C: 13.2210 -15.6343 -21.2759
C: 14.4081 -17.8948 -21.5477
C: 14.1215 -18.7444 -20.2748
C: 15.1340 -18.4733 -19.2154
C: 15.2026 -17.0002 -18.8007
C: 13.9578 -16.6289 -17.9304
C: 16.5157 -16.8783 -17.9913
N: 15.3865 -16.2175 -20.0344
O: 15.7440 -14.9385 -19.8366
H: 16.4623 -16.1649 -22.5094
H: 15.0455 -15.9644 -23.4592
H: 15.4769 -14.7310 -22.3099
H: 12.7411 -15.8426 -22.2322
H: 12.5959 -15.9582 -20.4438
H: 13.2418 -14.5542 -21.1307
H: 13.5191 -18.0077 -22.1683
H: 15.1622 -18.2472 -22.2514
H: 13.1334 -18.5430 -19.8609
H: 14.1483 -19.8162 -20.4708
H: 16.0753 -18.8033 -19.6548
H: 14.9188 -19.0916 -18.3439
H: 13.7758 -17.3001 -17.0910
H: 12.9992 -16.6182 -18.4492
H: 14.1529 -15.6152 -17.5807
H: 17.3456 -17.2856 -18.5687
H: 16.5478 -17.4785 -17.0820
H: 16.9155 -15.8845 -17.7897
H: 14.9185 -14.5357 -19.5577
C: 3.1005 -21.5558 -21.6107
C: 3.7844 -20.3995 -22.2713
C: 5.0057 -20.8567 -23.1195
C: 2.9232 -19.7703 -23.3079
C: 1.8108 -18.8894 -22.7732
C: 2.4960 -17.8070 -21.9402
C: 3.3045 -18.3247 -20.7190
C: 4.2100 -17.1842 -20.2879
C: 2.3919 -18.7594 -19.5725
N: 4.1786 -19.3563 -21.2866
O: 5.0564 -19.8268 -20.3215
H: 3.7516 -22.0086 -20.8630
H: 2.1371 -21.3816 -21.1317
H: 2.6485 -22.2486 -22.3206
H: 4.8101 -21.5352 -23.9499
H: 5.5334 -20.0538 -23.6343
H: 5.8036 -21.2316 -22.4786
H: 3.3615 -19.1560 -24.0944
H: 2.4962 -20.5500 -23.9387
H: 1.0904 -18.4109 -23.4367
H: 1.1565 -19.5199 -22.1712
H: 1.8067 -17.0095 -21.6627
H: 3.1213 -17.2420 -22.6315
H: 4.9453 -17.4908 -19.5441
H: 3.5970 -16.3839 -19.8732
H: 4.8052 -16.7988 -21.1158
H: 2.9493 -18.6929 -18.6381
H: 2.0185 -19.7654 -19.7639
H: 1.4678 -18.1931 -19.4562
H: 4.5299 -20.2124 -19.6175
C: 9.1450 -23.0424 -13.9213
O: 8.0806 -22.4960 -14.6709
C: 8.3497 -21.1771 -15.2265
C: 7.2613 -20.7608 -16.2013
C: 7.6058 -19.5814 -17.2004
N: 6.1114 -20.4444 -15.4587
H: 10.1105 -23.0989 -14.4238
H: 8.9505 -24.0596 -13.5814
H: 9.3689 -22.4277 -13.0494
H: 8.4402 -20.5086 -14.3704
H: 9.3200 -21.2456 -15.7184
H: 7.1632 -21.6659 -16.8007
H: 8.0610 -19.9673 -18.1125
H: 8.3987 -18.9923 -16.7395
H: 6.7209 -19.1019 -17.6189
H: 5.7403 -21.3236 -15.1279
H: 6.3980 -19.9665 -14.6163
C: 9.5248 -15.4589 -17.8179
O: 9.7668 -14.7785 -16.5523
C: 10.9256 -15.2435 -15.8421
C: 11.4364 -14.2957 -14.6971
C: 12.5285 -14.8257 -13.8489
N: 10.2779 -14.0253 -13.8449
H: 9.3003 -16.5097 -17.6352
H: 10.4032 -15.4154 -18.4618
H: 8.7368 -15.0748 -18.4657
H: 10.7316 -16.1983 -15.3534
H: 11.8340 -15.4119 -16.4205
H: 11.6991 -13.3672 -15.2041
H: 12.7158 -14.1421 -13.0208
H: 13.4451 -14.9015 -14.4339
H: 12.3802 -15.8527 -13.5150
H: 9.4703 -13.9463 -14.4463
H: 10.0864 -14.7985 -13.2239
C: 10.6466 -20.2952 -20.6800
O: 9.8416 -19.1085 -20.5088
C: 8.5059 -19.2459 -20.9731
C: 8.1112 -17.9539 -21.7543
C: 8.0650 -16.7845 -20.8225
N: 6.8340 -18.1379 -22.4452
H: 11.7156 -20.1709 -20.5075
H: 10.6256 -20.6902 -21.6957
H: 10.2956 -21.1343 -20.0794
H: 8.2214 -20.0530 -21.6482
H: 7.8497 -19.4425 -20.1253
H: 8.9038 -17.7488 -22.4740
H: 7.7201 -15.8909 -21.3428
H: 9.0136 -16.4194 -20.4289
H: 7.4105 -16.8977 -19.9582
H: 6.5175 -17.2043 -22.6648
H: 6.1415 -18.4972 -21.8038

## Properties
- SMILES = CC1(C)CCCC(C)(C)N1O.CC1(C)CCCC(C)(C)N1O.CC1(C)CCCC(C)(C)N1O.CC1(C)CCCC(C)(C)N1O.CC1(C)CCCC(C)(C)N1O.CC1(C)CCCC(C)(C)N1O.COC[C@H](C)N.COC[C@H](C)N.COC[C@H](C)N
- net charge = 0
- spin multiplicity = 1



| no. | Kohn-Sham gap (eV) |
| --- | --- |
| 1 | 6.69 |
| 2 | 7.82 |
| 3 | 6.24 |
| 4 | 8.30 |